(1)
# C24H32N3O3SbTi

C24H32N3O3SbTi as an isolated structure (ωB97M-V/def2-TZVPD, the OMol25 dataset).

Each line ends with the Löwdin charge.
Element x y z (Å)
H  -0.12212  3.12613  0.02144  0.0615
H  -2.72832  -0.82312  1.42608  0.0654
H  1.19259  4.30946  0.10301  0.1328
H  0.20808  -5.49879  1.68568  0.1524
C  -0.03178  2.05400  4.46850  0.0512
C  0.95371  1.16997  4.02096  -0.0493
H  -2.39173  1.67576  -2.76568  0.1713
C  -1.34214  -2.48782  1.41824  -0.2554
C  -1.48657  1.50776  -2.16591  -0.0683
H  -0.05971  -3.85257  -1.49216  0.1203
H  -1.89561  2.98105  3.93338  0.1523
H  1.34278  -2.75136  -1.30566  0.0992
C  1.18337  -3.56855  1.57545  -0.0569
C  -1.16807  1.71726  2.37095  -0.2615
C  0.84223  0.60394  2.76374  -0.3685
C  -0.31298  1.11889  -3.07562  -0.1087
C  0.79257  3.46804  -0.47079  0.0267
H  -3.25735  -0.29781  -2.37419  0.1701
O  -1.71761  0.48337  -1.16262  -0.2668
N  -0.26791  -1.68930  1.22205  -0.0718
H  2.33699  0.76599  -3.42778  0.1197
H  -2.05789  -4.48020  1.73389  0.1550
C  2.62490  0.34999  0.24735  -0.4159
H  -0.64253  0.46890  -3.89832  0.1503
H  0.14022  2.01569  -3.52299  0.1633
H  2.35955  -0.68055  -2.38178  0.0940
C  4.10704  1.75977  -0.99752  0.0485
H  -2.22273  3.02078  1.03596  0.1130
C  -2.54976  -0.62381  -1.60432  -0.0633
N  1.59689  1.20255  0.04341  -0.0860
H  3.27140  3.67735  -1.47643  0.1570
O  0.63975  0.42827  -2.25385  -0.2938
H  -2.24005  -2.72904  -2.03756  0.1665
H  0.02875  2.51453  5.44687  0.1526
H  1.39650  -0.66242  -3.87798  0.1210
C  0.08074  -4.42919  1.58727  0.0460
H  4.68926  -0.12402  -0.11224  0.1311
C  3.09813  2.70246  -1.04341  0.0609
H  -1.45722  -1.64989  -3.20020  0.1477
C  3.88519  0.58261  -0.27571  -0.0550
O  -0.48758  -1.81096  -1.36820  -0.3083
Sb  2.49754  -0.79725  2.16850  1.7428
C  -2.69425  -1.90109  1.59861  0.0211
C  -1.09836  2.31594  3.63099  0.0512
C  0.96433  -2.21428  1.40287  -0.4314
H  -1.27197  2.42745  -1.60512  0.1185
H  0.59397  3.87702  -1.46202  0.1176
H  -2.98993  -2.07612  2.63836  0.1334
H  -2.54451  1.28574  0.73097  0.0580
C  0.36957  -2.89016  -1.78690  -0.0110
C  -2.34493  2.03802  1.50334  0.0052
C  1.74357  -0.06214  -3.03382  -0.0128
H  1.79565  0.93047  4.66244  0.1219
H  0.49720  -2.89273  -2.87371  0.1212
C  -1.18017  -3.86766  1.58633  0.0557
Ti  -0.05719  0.00450  0.04265  1.3720
H  -3.44463  -2.42965  1.01112  0.1174
C  -1.69981  -1.77844  -2.13952  -0.1015
C  1.83745  2.41134  -0.51139  -0.2507
N  -0.19975  0.87709  1.93368  -0.0570
H  -3.12912  -0.94361  -0.73176  0.1222
H  2.18452  -3.95591  1.72530  0.1296
H  5.07273  1.96758  -1.43737  0.1533
H  -3.23284  2.12877  2.13317  0.1232

Output
LUMO	-0.554	Ha
charge	+4
frontier orbital gap	6.45	eV
ΔE to the lowest compared entry with this formula, charge and spin	41.2	kcal/mol
M	580.165	g/mol



(2)
# C24H32N6O4

One molecule with the formula C24H32N6O4 (ωB97M-V/def2-TZVPD, the OMol25 dataset).

Each line ends with the Löwdin charge.
Element x y z (Å)
C  -1.32412  1.54175  1.81231  -0.2075
H  -3.14405  0.73824  0.15299  0.1014
O  -2.73353  -0.96338  1.12847  -0.0669
C  -2.78030  0.77789  3.66380  -0.1237
H  2.46468  -0.59684  -3.38695  0.1125
C  1.30544  0.78252  -1.28806  0.0540
H  5.52398  -0.58282  -6.28429  0.0881
H  3.10922  -2.72665  2.43776  0.0985
H  -5.33210  -0.75436  1.69404  0.1213
H  0.51561  -1.94767  -0.73068  0.1278
O  4.42319  1.07390  -6.85787  -0.0613
H  2.30762  -0.76489  0.60808  0.1333
C  0.67195  -2.18070  0.32680  -0.1848
H  0.79256  -3.67344  2.27416  0.1274
H  1.44744  -5.06874  1.38846  0.1269
H  -3.99032  -0.68619  -0.48027  0.1194
C  2.64880  0.31862  -3.93326  -0.0776
H  -2.63348  3.66067  1.99430  0.1132
C  4.90418  -0.23183  -7.11228  -0.0836
H  3.72077  -4.09475  1.50940  0.1133
H  -2.36600  -0.19356  3.40776  0.0938
H  4.07779  -4.43756  3.95179  0.0699
H  3.38569  3.31816  -6.13168  0.1146
O  -0.28310  -0.24824  3.01842  0.0689
C  2.11392  1.53665  -3.53168  -0.1521
H  -0.87439  3.89207  -1.29494  0.1146
C  2.95813  -3.78605  2.22626  -0.2353
C  1.32601  -0.97974  1.03299  -0.1003
H  -5.68850  0.53285  0.53616  0.1213
C  -0.37429  0.41621  1.99677  -0.3283
O  1.45189  -3.34472  0.33644  -0.1335
C  -4.32777  0.75384  3.58510  -0.1528
C  2.37903  2.64482  -4.35128  -0.0043
C  0.49042  0.99623  -0.18142  -0.1157
C  3.09435  -4.58800  3.51394  -0.1096
N  -4.86522  1.14749  2.30779  -0.1745
H  2.34441  -4.27610  4.23761  0.0733
C  -4.46937  2.49461  1.93213  -0.1426
H  -5.25840  3.19342  2.24202  0.1173
H  -3.32955  3.30956  3.59947  0.1256
C  -3.14247  2.91107  2.59813  -0.1218
H  2.96277  -5.65005  3.31951  0.0714
H  -3.17108  -1.76914  1.42818  0.1030
H  5.49290  -0.16158  -8.02447  0.0885
H  -4.74310  1.44587  4.32588  0.1165
C  3.65562  1.21965  -5.76513  -0.3570
H  1.96053  -0.06990  -1.34242  0.0995
H  -4.68783  -0.24681  3.83029  0.1207
H  -4.37097  2.55410  0.84791  0.1158
H  1.96233  3.60091  -4.07603  0.1095
H  4.07416  -0.92895  -7.24605  0.0880
C  -4.94226  0.16875  1.25122  -0.1647
C  -3.67437  -0.17163  0.43915  -0.2229
N  0.52099  2.80048  -2.30496  0.1069
H  1.43221  -1.19548  2.09904  0.1155
N  -1.24737  2.37173  0.80553  0.1649
N  3.39866  0.16171  -5.01276  0.1308
H  -0.30957  -2.35639  0.79209  0.1231
N  0.46752  0.18320  0.93425  0.0524
C  3.15319  2.49616  -5.47488  0.0202
C  1.28675  1.70160  -2.33471  -0.2365
N  -2.27332  1.76658  2.74057  -0.0408
C  -0.26081  3.00198  -1.27531  -0.0650
C  -0.34557  2.13441  -0.17763  -0.2010
C  1.58333  -3.99883  1.58789  -0.2270
H  -2.46480  1.02730  4.68413  0.1278

Output
SMILES string	CCCOCCn1c(=O)c(N2CCN(CCO)CC2)nc2cnc(-c3ccc(OC)nc3)cc21
LUMO	0.009	Ha
frontier orbital gap	7.71	eV
ΔE to the lowest compared entry with this formula, charge and spin	103.4	kcal/mol
M	468.558	g/mol



(3)
# C24H32O24

A 8-piece molecular cluster, C24H32O24 overall (ωB97M-V/def2-TZVPD, the OMol25 dataset).

Each line ends with the Löwdin charge.
Element x y z (Å)
H  -1.45675  0.33610  4.92014  0.1280
O  0.45045  -3.96361  -5.87039  0.0607
H  4.36727  4.49050  0.68043  0.1311
O  1.36891  0.54713  -3.21893  0.0511
O  4.83879  -1.55177  3.14170  0.0653
H  1.37609  2.23055  -4.42908  0.1334
H  0.92013  -3.53067  -2.86298  0.1215
H  0.19416  -0.23709  5.19540  0.1309
C  -0.82771  -0.54811  4.97707  -0.0904
C  -1.97323  2.45409  -2.80059  -0.0993
C  0.00854  -2.36644  -0.30630  -0.1157
C  2.19156  2.57378  0.49662  -0.5505
H  0.65043  -2.16048  -1.15869  0.0736
O  4.20524  -0.17648  4.80403  0.1582
O  2.96180  3.16476  1.42976  0.0833
C  2.40256  -0.08815  -2.62332  -0.5614
H  4.21739  -3.22986  2.21727  0.1298
C  4.20961  -2.16005  2.01356  -0.0951
C  -0.98920  -2.51763  3.84347  -0.5740
O  -6.18463  0.17522  1.50234  0.0661
H  1.09705  -2.02953  -5.42104  0.1224
O  -1.21036  -2.83592  5.13217  0.0747
O  -1.42118  -5.20749  -5.74574  0.1704
H  2.80980  5.26785  -0.99232  0.1297
C  0.35366  -3.11589  -3.68908  -0.1202
H  3.23692  5.17296  1.82626  0.1344
O  -0.90590  -3.30093  2.95268  0.1647
O  2.77372  -0.72369  3.16827  0.0551
H  1.98057  -2.22845  2.05802  0.1173
C  3.96627  -0.75675  3.79480  -0.5792
H  0.14554  -0.18230  -0.29144  0.1084
C  -6.35081  0.91396  2.61985  -0.5796
H  -0.11481  -0.91147  1.30518  0.1117
H  -1.27052  1.81827  -3.33796  0.1159
H  4.71822  -1.96510  1.07197  0.1271
C  -3.00575  1.60658  -2.03455  -0.0807
O  -5.15625  1.35094  3.08049  0.0534
H  3.58490  2.73526  -2.65167  0.1203
H  -0.01133  -2.12008  -3.44823  0.1152
H  -2.45372  3.15628  -3.47625  0.1306
O  -1.23507  -2.90553  -0.74997  0.0763
H  0.53702  -3.00385  0.39525  0.1216
O  1.68128  1.50568  0.59866  0.1647
H  2.71518  -0.86686  1.11848  0.1124
H  -3.56521  1.87278  1.89531  0.1203
H  -2.40383  -1.47332  6.13583  0.1317
O  2.35071  -1.20072  -2.20547  0.1480
O  -7.39497  1.12629  3.14336  0.1580
C  -0.34458  -0.99355  0.24332  -0.1060
H  -3.42711  0.30774  2.72764  0.1210
H  1.45180  5.27386  0.13035  0.1362
C  1.12696  -3.04448  -5.02416  -0.1098
C  -4.83054  0.27578  1.03873  -0.0961
O  1.99470  3.41407  -0.55091  0.0166
C  -4.09674  0.96942  2.17947  -0.0861
C  3.24604  1.91536  -3.27825  -0.0919
C  2.36012  4.74033  -0.15452  -0.0949
O  -1.26571  3.14947  -1.77950  0.0473
O  -1.04546  2.93736  0.45455  0.1697
O  -1.75853  -0.90014  0.09053  0.0486
O  -0.74347  -3.97669  -3.99196  0.0706
H  -2.96571  0.54889  -2.28470  0.1249
H  -4.02878  1.96832  -2.11962  0.1319
C  3.32253  4.47196  0.99923  -0.1051
O  -0.86566  -1.18332  3.68952  0.0350
C  -2.18721  -1.93644  -0.66890  -0.5532
H  3.77373  1.93225  -4.23153  0.1314
C  1.71397  1.91645  -3.44747  -0.1008
H  -4.82495  0.84255  0.10888  0.1140
H  2.16633  -3.35942  -4.95014  0.1289
C  -1.58537  2.63610  -0.55851  -0.5587
O  -2.61102  1.77969  -0.66876  0.0333
C  -0.65092  -4.45342  -5.25392  -0.5686
H  -4.49296  -0.72805  0.79472  0.1189
C  -1.35088  -1.64660  5.90471  -0.1027
O  -3.25368  -1.99418  -1.19100  0.1567
H  -0.79197  -1.72713  6.83175  0.1312
C  2.80639  -1.52558  1.97950  -0.0959
O  3.48512  0.70432  -2.56087  0.0764
H  1.29104  2.54433  -2.66255  0.1062

Output
SMILES string	O=C1OCCO1.O=C1OCCO1.O=C1OCCO1.O=C1OCCO1.O=C1OCCO1.O=C1OCCO1.O=C1OCCO1.O=C1OCCO1
LUMO	-0.005	Ha
frontier orbital gap	10.50	eV
ΔE to the lowest compared entry with this formula, charge and spin	0.0	kcal/mol
M	704.496	g/mol



We obtain HOMO energy values of -21.53, -7.46, -10.63 eV for the records listed above, in that order.